ORCA calculation (ωB97M-V/def2-TZVPD) on a 2-piece molecular cluster, C3H4N2O overall.

XYZ file:
```
10
Properties=species:S:1:pos:R:3:forces:R:3
O 0.27555 -1.26836 1.81772 0.1 -0.1 -0.2
C 0.17829 -1.07175 0.50846 0.0 -0.1 -0.5
C 0.12500 -1.22637 -0.70093 0.0 -0.1 0.5
C -0.55637 0.96825 -1.46070 0.1 0.5 0.6
N -0.42810 1.41962 -0.35688 -0.1 -0.4 -0.5
N -0.04040 1.21324 0.81659 -0.2 0.1 -0.2
H 0.48279 -2.20509 1.94687 0.0 0.1 0.1
H 0.14252 -1.59573 -1.70019 0.0 0.1 0.1
H -0.54244 1.38636 -2.45423 0.0 0.0 0.1
H -0.77760 1.47139 1.47636 0.1 0.0 -0.1
```
Positions in Å, forces in eV/Å.

HOMO ... -8.85 eV
Kohn-Sham gap ... 0.351 Eh

Results of the Löwdin charge analysis, in e, for atoms 1 through 5:
1. O 0.0266
2. C -0.3055
3. C 0.0373
4. C 0.0696
5. N -0.2021